C5H10O in the gas phase, computed with ωB97M-V/def2-TZVPD.

Summary:
Maximum force ... 1.14 eV/Å
ΔE to the lowest compared entry with this formula, charge and spin ... 124.6 kJ/mol
E_LUMO ... 0.863 eV
SMILES ... CC(=O)C(C)C
HOMO-LUMO gap ... 10.32 eV
DFT total energy ... -271.7052 hartree

Geometry as ORCA input:
```
! RIJCOSX wB97M-V def2-TZVPD def2/J DEFGRID3
* xyz 0 1
C -1.581 0.938 -0.854
C -0.605 -0.196 -0.129
C -0.583 -0.936 1.292
C 0.753 0.317 -0.561
O 0.779 1.108 -1.484
C 2.076 -0.016 0.090
H -1.709 0.637 -1.912
H -1.219 1.980 -0.963
H -2.553 0.961 -0.382
H -0.879 -1.015 -0.793
H 0.160 -0.561 2.013
H -0.309 -2.005 1.165
H -1.542 -0.961 1.816
H 2.219 0.607 0.981
H 2.205 -1.062 0.375
H 2.828 0.279 -0.645
*
```

6 unconnected molecules or ions with the total composition C38H74FNO21S5, computed with ωB97M-V/def2-TZVPD.

Summary:
Maximum force ... 9.01 eV/Å
E_LUMO ... -0.808 eV
SMILES ... C=CC(=O)OCCCCCCCO[C@H](OC(=O)c1ccccc1)[C@H](CCCN)OCF.CCOS(C)(=O)=O.CCOS(C)(=O)=O.CCOS(C)(=O)=O.CCOS(C)(=O)=O.CCOS(C)(=O)=O
HOMO-LUMO gap ... 7.11 eV
DFT total energy ... -5217.0215 hartree

Geometry as ORCA input:
```
! RIJCOSX wB97M-V def2-TZVPD def2/J DEFGRID3
* xyz 0 1
C -0.628 3.647 -3.897
C -1.169 2.561 -4.762
C -0.230 1.403 -5.519
O -0.864 0.276 -5.850
O 1.176 1.737 -5.797
C 2.088 0.624 -5.484
C 2.706 0.725 -3.947
C 4.360 0.604 -3.946
C 4.953 -0.253 -2.665
C 4.638 -1.836 -2.956
C 4.284 -2.722 -1.610
C 3.006 -2.082 -0.739
O 3.582 -1.479 0.463
C 2.915 -0.189 0.815
O 4.057 0.729 1.151
C 3.589 2.112 1.315
O 2.918 2.822 0.366
C 3.863 2.959 2.732
C 3.207 2.514 4.195
C 3.460 3.388 5.599
C 4.386 4.765 5.636
C 5.034 5.219 4.173
C 4.789 4.348 2.785
C 2.053 -0.371 2.191
C 1.597 -1.954 2.492
C 0.445 -2.525 1.491
C -1.015 -2.257 2.261
N -1.589 -3.503 2.902
O 0.996 0.604 2.447
C 0.072 0.823 1.346
F -1.368 0.884 1.721
H -0.208 3.395 -2.815
H -0.659 4.776 -4.250
H -2.348 2.524 -4.903
H 3.027 0.705 -6.209
H 1.637 -0.448 -5.667
H 2.218 -0.166 -3.335
H 2.417 1.768 -3.459
H 4.883 1.656 -4.014
H 4.644 -0.013 -4.912
H 6.141 -0.144 -2.675
H 4.516 0.117 -1.623
H 3.772 -1.895 -3.764
H 5.606 -2.309 -3.453
H 3.938 -3.795 -2.005
H 5.230 -2.927 -0.935
H 2.469 -1.352 -1.475
H 2.297 -3.012 -0.535
H 2.370 0.313 -0.082
H 2.516 1.579 4.318
H 2.969 3.066 6.621
H 4.568 5.395 6.630
H 5.671 6.227 4.193
H 5.284 4.767 1.810
H 2.851 -0.178 3.065
H 1.205 -1.928 3.620
H 2.537 -2.684 2.525
H 0.576 -3.704 1.433
H 0.450 -2.092 0.403
H -0.873 -1.467 3.146
H -1.767 -1.722 1.503
H -2.232 -3.130 3.665
H -2.217 -3.924 2.171
H 0.331 1.891 0.881
H 0.154 0.066 0.452
O -3.408 -6.415 1.332
S -4.459 -7.410 1.330
O -4.751 -8.218 0.164
O -5.842 -6.721 1.849
C -6.320 -5.562 1.180
C -6.948 -5.911 -0.155
C -4.216 -8.496 2.712
H -5.518 -4.825 1.061
H -7.080 -5.110 1.824
H -6.200 -6.292 -0.856
H -7.414 -5.030 -0.608
H -7.705 -6.692 -0.035
H -4.036 -7.898 3.607
H -3.347 -9.123 2.498
H -5.103 -9.120 2.832
O -5.261 -5.566 -5.718
S -6.043 -6.781 -5.614
O -7.162 -6.898 -4.702
O -5.035 -8.039 -5.372
C -4.133 -7.990 -4.275
C -4.843 -8.254 -2.960
C -6.594 -7.242 -7.235
H -3.600 -7.033 -4.253
H -3.385 -8.772 -4.439
H -5.543 -7.448 -2.721
H -4.124 -8.328 -2.139
H -5.422 -9.181 -3.011
H -5.749 -7.197 -7.924
H -7.367 -6.533 -7.541
H -7.011 -8.250 -7.194
O 5.971 1.991 7.426
S 5.801 0.553 7.384
O 4.539 -0.081 7.701
O 6.976 -0.144 8.272
C 7.132 0.250 9.629
C 6.054 -0.352 10.509
C 6.337 -0.035 5.799
H 7.152 1.342 9.715
H 8.108 -0.118 9.960
H 5.069 0.054 10.261
H 6.249 -0.138 11.564
H 6.000 -1.437 10.370
H 7.308 0.404 5.566
H 5.597 0.275 5.058
H 6.398 -1.125 5.829
O -1.102 5.874 3.824
S -1.507 6.302 2.502
O -2.395 5.510 1.676
O -0.178 6.675 1.635
C 0.843 5.697 1.497
C 0.449 4.620 0.504
C -2.171 7.944 2.615
H 1.101 5.265 2.470
H 1.734 6.213 1.127
H -0.392 4.027 0.878
H 1.284 3.938 0.319
H 0.134 5.064 -0.446
H -1.490 8.563 3.202
H -3.142 7.880 3.111
H -2.294 8.345 1.608
O -2.674 6.394 -4.167
S -3.873 5.833 -4.754
O -3.832 4.683 -5.633
O -4.709 7.025 -5.487
C -4.054 7.814 -6.471
C -3.904 7.059 -7.778
C -5.038 5.503 -3.459
H -3.084 8.166 -6.103
H -4.676 8.698 -6.640
H -3.223 6.211 -7.669
H -3.505 7.712 -8.560
H -4.869 6.659 -8.107
H -5.109 6.379 -2.812
H -4.674 4.644 -2.890
H -6.007 5.269 -3.906
*
```

A molecular structure, C41H32ClN8O6PS4W, computed with ωB97M-V/def2-TZVPD.

Summary:
Maximum force ... 3.61 eV/Å
<S²> ... 2.02
ΔE to the lowest compared entry with this formula, charge and spin ... 97.8 kJ/mol
E_LUMO (alpha / beta) ... -1.184 / -1.836 eV
HOMO-LUMO gap (alpha / beta) ... 6.57 / 6.36 eV
DFT total energy ... -4932.5221 hartree

Geometry as ORCA input:
```
! RIJCOSX wB97M-V def2-TZVPD def2/J DEFGRID3
* xyz 0 3
W 11.558 12.539 15.283
C 13.283 13.461 11.285
C 12.673 12.765 12.427
N 12.775 13.233 13.631
N 13.404 14.435 13.651
C 13.626 14.863 14.815
N 14.217 16.125 14.938
S 13.268 13.837 16.236
C 11.752 11.593 12.305
C 11.552 10.836 11.203
C 10.616 9.807 11.224
C 9.989 9.557 12.391
C 10.287 10.288 13.578
N 11.122 11.312 13.512
H 14.368 13.556 11.373
H 12.869 14.458 11.240
H 12.961 12.941 10.335
H 14.206 16.540 14.033
H 13.937 16.682 15.738
H 12.108 11.163 10.339
H 10.433 9.279 10.350
H 9.343 8.686 12.454
H 9.904 10.018 14.524
O 13.582 12.404 19.291
C 13.093 11.573 18.522
O 11.858 11.362 18.225
C 13.948 10.783 17.501
P 12.966 10.579 15.996
C 12.258 8.862 16.149
C 11.012 8.703 16.781
C 10.456 7.440 16.912
C 11.119 6.311 16.576
C 12.350 6.464 15.999
C 12.938 7.715 15.781
C 14.219 10.215 14.684
C 15.570 10.635 14.808
C 16.359 10.554 13.702
C 15.780 10.144 12.451
C 14.502 9.628 12.379
C 13.747 9.632 13.531
H 14.256 9.815 17.792
H 14.810 11.380 17.382
H 10.624 9.540 17.305
H 9.462 7.298 17.389
H 10.704 5.345 16.711
H 12.933 5.602 15.625
H 13.841 7.727 15.217
H 15.966 11.082 15.751
H 17.423 10.735 13.706
H 16.435 10.194 11.616
H 14.052 9.109 11.480
H 12.724 9.219 13.447
O 6.596 12.971 18.466
C 7.391 13.967 18.899
O 6.929 14.825 19.579
C 8.773 13.961 18.394
C 9.525 15.100 18.446
Cl 9.365 16.546 19.291
N 10.560 14.977 17.585
N 10.541 13.724 16.978
C 9.444 13.161 17.481
C 9.154 11.779 16.912
O 8.223 11.051 17.142
O 10.004 11.455 15.945
C 11.478 16.074 17.326
C 11.132 16.845 16.222
C 11.790 18.050 16.082
C 12.728 18.465 17.036
C 12.964 17.731 18.182
C 12.365 16.454 18.291
H 7.113 12.300 17.960
H 10.333 16.551 15.575
H 11.421 18.718 15.345
H 13.286 19.401 16.878
H 13.665 18.141 18.948
H 12.461 15.861 19.163
S 6.255 14.237 9.901
C 7.539 14.099 10.861
S 7.529 14.602 12.532
C 9.177 13.974 12.797
N 9.595 13.451 11.716
N 8.832 13.621 10.610
C 9.166 12.801 9.501
C 10.171 13.173 8.671
C 10.515 12.433 7.569
C 9.728 11.300 7.293
C 8.813 10.810 8.231
C 8.578 11.563 9.380
S 9.927 14.258 14.346
H 10.878 14.004 9.007
H 11.307 12.694 6.869
H 9.982 10.706 6.396
H 8.197 9.923 8.082
H 7.829 11.137 10.059
*
```

2 unconnected molecules or ions with the total composition C4H9N, computed with ωB97M-V/def2-TZVPD.

Summary:
Maximum force ... 2.60 eV/Å
ΔE to the lowest compared entry with this formula, charge and spin ... 249.0 kJ/mol
E_LUMO ... 0.919 eV
SMILES ... C=CC.C=N
HOMO-LUMO gap ... 10.56 eV
DFT total energy ... -212.4563 hartree

Geometry as ORCA input:
```
! RIJCOSX wB97M-V def2-TZVPD def2/J DEFGRID3
* xyz 0 1
C -0.325 0.495 3.143
N -0.979 0.390 4.219
H 0.250 -0.446 2.917
H -0.732 1.179 2.308
H -1.916 0.864 3.990
C 1.489 0.062 -1.688
C 0.254 -0.645 -2.263
C -0.994 -0.455 -1.793
H 2.183 0.457 -2.382
H 1.266 0.877 -1.028
H 2.026 -0.713 -1.088
H 0.434 -1.497 -2.899
H -1.815 -1.120 -2.045
H -1.142 0.553 -1.390
*
```